No. 1
ORCA calculation (ωB97M-V/def2-TZVPD) on a structure of composition C32H47N3OP2PtSTe at a distorted geometry.

Calculated values
F_max: 2.02 eV/Å
Relative energy (zero: lowest compared OMol25 entry of this formula, charge and spin): 1.216 eV
Electronic energy: -80412.4923 eV
Multiplicity: 2
Charge: +1
Highest occupied orbital energy (spin up / spin down): -9.4 / -9.5 eV
⟨S²⟩: 0.7579
HOMO-LUMO gap (spin up / spin down): 0.2312 / 0.2172 Eh

```
88
Properties=species:S:1:pos:R:3:forces:R:3
Pt 1.15408 0.93955 0.05876 0.874 -1.181 1.026
C 1.07547 1.78852 4.04962 -0.195 -0.321 -0.352
P 1.81664 1.47351 2.40241 0.219 1.442 -1.321
C 3.52508 0.97805 2.82282 -0.326 -0.068 -0.163
C 2.13999 3.29660 1.98046 0.034 -0.288 0.395
C 3.05180 3.49744 0.77749 -0.159 -0.040 -0.107
P 2.25971 2.83150 -0.75319 0.455 0.209 1.001
C 1.47165 4.32312 -1.46704 -0.174 -0.435 0.055
C 3.70474 2.61851 -1.85481 -0.431 -0.274 0.075
H 1.72897 2.45859 4.60268 0.082 0.099 -0.017
H 0.97313 0.85293 4.58809 -0.058 -0.047 0.041
H 0.10123 2.25684 3.93537 -0.099 0.067 0.025
H 4.01836 1.80657 3.32632 0.051 0.060 0.076
H 4.06935 0.72382 1.91522 0.031 -0.052 0.003
H 3.48966 0.11455 3.48083 0.050 -0.041 0.053
H 2.56074 3.78581 2.86182 0.064 0.136 0.010
H 1.16917 3.75856 1.77459 -0.085 -0.054 0.142
H 4.00084 2.97509 0.92472 0.015 0.021 -0.082
H 3.26970 4.56082 0.63323 0.066 -0.103 -0.031
H 2.20720 5.12003 -1.58153 0.065 -0.105 0.036
H 0.66184 4.65792 -0.82106 0.041 0.014 -0.025
H 1.06111 4.07535 -2.44554 -0.086 0.050 -0.024
H 4.28608 3.53995 -1.88486 -0.047 0.021 0.023
H 3.36389 2.36965 -2.85902 0.069 -0.025 -0.054
H 4.32498 1.80374 -1.48243 0.019 0.016 -0.040
C 1.81698 -4.26644 -1.04517 -0.039 -0.351 0.084
N 2.29671 -2.90177 -1.02449 -0.055 -0.159 -0.075
C 2.75469 -2.13237 -0.03880 0.311 0.102 -0.127
S 3.26343 -0.56424 -0.50937 -0.228 0.838 -0.377
N 2.94671 -2.49105 1.22473 -0.204 0.050 -0.120
C 2.81434 -3.78962 1.84932 -0.136 -0.337 0.023
H 1.04096 -4.34467 -1.80619 0.024 0.001 0.020
H 1.38116 -4.55274 -0.09443 -0.009 0.005 -0.005
H 2.62206 -4.96020 -1.29983 -0.082 -0.035 0.051
H 2.37009 -2.46312 -1.93153 0.042 0.109 0.212
H 3.04252 -1.70519 1.85688 0.052 -0.048 -0.173
H 3.28251 -4.55035 1.22892 0.016 -0.054 0.065
H 1.77257 -4.05928 2.04252 0.070 0.019 0.014
H 3.33618 -3.75606 2.80241 0.019 0.002 -0.026
C -3.68343 -0.30214 -6.52870 0.002 0.054 0.005
C -3.20021 -0.38395 -5.11385 0.073 -0.040 0.095
C -4.06983 -0.65856 -4.06558 0.029 0.003 0.025
C -3.62274 -0.73938 -2.75495 0.074 0.125 0.137
C -4.56067 -1.03912 -1.62484 -0.088 -0.025 -0.018
C -2.27009 -0.52638 -2.49294 0.339 -0.352 0.190
Te -1.59046 -0.93900 -0.42950 -0.201 0.636 -0.444
N 0.30770 -0.85190 0.76647 -0.055 1.725 -1.059
C 0.41643 -1.19600 2.00896 0.364 -0.333 0.531
O 1.27012 -0.68342 2.79722 -0.179 -0.260 0.472
C -0.46115 -2.28840 2.52159 0.186 -0.269 -0.052
C -0.87473 -2.30557 3.84837 0.041 0.012 -0.105
C -1.68721 -3.32777 4.30725 -0.073 -0.006 0.025
C -2.06700 -4.35317 3.45387 0.059 -0.083 -0.023
C -1.62907 -4.35880 2.13878 -0.043 -0.037 -0.064
C -0.84012 -3.32360 1.67068 0.093 -0.052 0.052
C -1.50837 1.17557 0.00228 -0.499 0.045 -0.233
C -1.44948 2.10378 -1.04371 0.008 -0.402 -0.081
C -1.66636 3.44958 -0.81956 -0.005 0.189 0.138
C -1.93245 3.90293 0.46231 0.129 -0.045 -0.248
C -2.00690 2.99296 1.50073 0.024 -0.231 0.048
C -1.84178 1.62492 1.29347 -0.168 0.065 -0.064
C -2.09942 0.68299 2.42648 0.091 -0.079 -0.027
C -1.37049 -0.27622 -3.52568 0.082 0.027 0.069
C 0.10492 -0.10160 -3.29462 0.004 -0.014 0.241
C -1.85757 -0.18806 -4.82454 -0.135 -0.017 0.121
H -4.69486 -0.68729 -6.62190 -0.064 -0.010 -0.060
H -3.02862 -0.86591 -7.18947 0.001 -0.058 -0.079
H -3.67432 0.73259 -6.86875 -0.058 0.066 -0.065
H -5.11822 -0.82078 -4.27283 -0.127 -0.008 -0.024
H -5.59514 -1.02238 -1.95474 -0.095 -0.026 0.011
H -4.43606 -0.30594 -0.82434 -0.141 -0.020 0.008
H -4.34128 -2.02475 -1.20849 -0.152 -0.016 0.059
H -0.55649 -1.51586 4.51183 0.052 0.079 0.057
H -2.02174 -3.32764 5.33435 -0.011 -0.014 0.064
H -2.68028 -5.16496 3.81262 -0.092 -0.046 0.081
H -1.89413 -5.16913 1.47454 -0.065 -0.064 0.001
H -0.48014 -3.33267 0.64641 -0.006 -0.024 0.105
H -1.31269 1.75440 -2.05516 0.064 0.021 -0.078
H -1.64798 4.13613 -1.65122 -0.013 0.089 -0.100
H -2.11934 4.95141 0.63952 -0.003 0.094 0.054
H -2.24696 3.34161 2.49462 -0.089 0.011 0.122
H -2.77020 1.12928 3.15610 -0.060 0.019 0.041
H -1.17094 0.43527 2.93548 0.090 -0.060 0.125
H -2.54151 -0.25275 2.07067 0.000 0.087 0.163
H 0.34489 -0.06793 -2.21821 0.074 -0.033 -0.439
H 0.46568 0.81949 -3.75404 0.046 0.034 0.002
H 0.65587 -0.92779 -3.74621 0.099 -0.020 0.040
H -1.17145 0.02598 -5.63071 0.140 0.019 -0.134
```
Forces are in eV/Å.

No. 2
ORCA calculation (ωB97M-V/def2-TZVPD) on a cluster of 12 separate species, C24H72N6O12 in total at a distorted geometry.

Calculated values
F_max: 6.14 eV/Å
Relative energy (zero: lowest compared OMol25 entry of this formula, charge and spin): 7.155 eV
Electronic energy: -59562.2575 eV
SMILES string: NC(N)=O.NC(N)=O.NC(N)=O.CC(C)O.CC(C)O.CC(C)O.CCO.CCO.CCO.CCO.CCO.CCO
Multiplicity: 1
Highest occupied orbital energy: -9.5 eV
HOMO-LUMO gap: 0.3480 Eh

```
114
Properties=species:S:1:pos:R:3:forces:R:3
C 2.11328 5.54957 2.02767 -1.129 -0.073 -1.782
C 1.62571 6.08490 3.33090 -1.145 -0.853 -1.153
O 2.69404 6.14008 4.15879 1.959 0.583 2.135
H 2.50370 4.53502 1.94785 0.313 -0.093 0.870
H 2.84152 6.24641 1.61273 -0.034 -0.072 -0.190
H 1.24190 5.47191 1.37746 0.017 0.352 -0.516
H 0.84433 5.45699 3.75900 -0.338 -0.132 -0.011
H 1.18957 7.06536 3.13969 0.122 0.217 0.281
H 3.29051 5.45065 3.85798 0.242 0.053 0.367
C 6.86461 0.55593 2.37939 -0.338 1.355 0.357
C 6.52346 0.50922 3.88702 -0.514 0.527 -0.830
O 6.11038 1.84506 4.31818 0.722 -1.000 -0.401
H 6.12423 1.17412 1.87167 -0.706 -0.424 0.046
H 6.95512 -0.39283 1.85046 0.079 -0.013 0.382
H 7.70951 1.21456 2.17828 0.660 -0.506 0.349
H 7.36192 0.13318 4.47326 0.102 0.148 0.062
H 5.66298 -0.13731 4.05925 0.058 -0.316 -0.097
H 6.02034 1.77248 5.27118 -0.079 0.236 0.122
C 1.08505 6.54389 -5.19901 1.596 0.470 -1.495
C 0.06000 5.70423 -5.88369 0.777 -0.240 -0.891
O -0.80254 5.32837 -4.89739 -2.025 -0.890 1.396
H 1.79902 5.85233 -4.75169 -0.310 0.272 0.913
H 0.74309 7.38139 -4.59093 -0.224 -0.508 0.238
H 1.72196 6.98393 -5.96636 0.015 0.337 -0.250
H 0.55268 4.81768 -6.28294 0.423 -0.204 -0.167
H -0.46686 6.09408 -6.75463 -0.015 0.846 0.034
H -1.44988 4.73446 -5.28448 -0.234 -0.107 0.243
C 7.49805 1.33420 -4.81397 -0.777 0.702 1.015
C 6.73079 1.51091 -3.46060 -0.412 -1.846 -1.242
O 5.23128 1.54878 -3.61931 2.645 0.693 0.825
H 7.31553 0.46339 -5.44364 -0.388 -0.348 0.552
H 8.53708 1.29288 -4.48715 0.225 0.325 -0.554
H 7.23546 2.18606 -5.44124 0.579 0.211 -0.011
H 7.24636 2.28067 -2.88635 -1.255 1.220 -0.444
H 7.05964 0.70129 -2.80909 -0.725 -0.841 -0.059
H 5.02938 0.85394 -4.25021 0.067 -0.132 -0.078
C 4.51606 -5.96861 -1.20142 0.032 -0.048 -0.344
C 4.28319 -4.45338 -1.10883 2.751 -2.051 1.886
O 3.08107 -4.14939 -1.59102 -3.688 1.248 -1.371
H 5.45654 -6.33331 -0.78841 0.136 0.352 0.065
H 4.46063 -6.33124 -2.22784 -0.066 0.079 -0.101
H 3.71776 -6.44434 -0.63178 -0.056 -0.077 -0.080
H 5.05072 -3.84096 -1.58205 0.435 -0.094 0.195
H 4.18991 -4.30250 -0.03335 1.109 0.494 0.326
H 2.68924 -3.62364 -0.88984 -0.695 0.089 -0.598
C 0.53166 -1.13663 -6.78221 -2.141 1.197 0.310
C 1.74115 -1.49705 -7.48842 0.576 -1.809 -0.925
O 2.80317 -1.66025 -6.59796 1.326 0.251 0.138
H 0.65236 -0.18933 -6.25671 -0.261 0.109 -0.052
H 0.14963 -1.86662 -6.06858 0.487 -0.273 0.134
H -0.26257 -1.09114 -7.52735 -0.296 0.501 0.054
H 2.01619 -0.86662 -8.33400 0.204 0.603 0.527
H 1.52259 -2.43717 -7.99487 0.175 -0.523 -0.177
H 2.53195 -2.26797 -5.90607 -0.047 -0.039 0.029
C -5.83044 -1.83936 5.30801 2.495 1.671 5.360
O -5.14137 -1.32052 6.21803 -1.209 -0.103 -1.004
N -5.40219 -1.93412 4.10902 2.376 0.179 -4.889
N -6.97093 -2.43810 5.48315 -3.653 -1.819 0.427
H -5.90652 -2.42072 3.38172 0.377 0.436 0.023
H -4.53055 -1.45615 3.93047 -0.169 -0.352 -0.321
H -7.51476 -2.41444 6.33391 0.488 -0.066 -0.229
H -7.22364 -3.05322 4.72298 -0.690 0.068 0.621
C -2.10380 -5.76165 -0.69499 3.616 -0.292 0.391
O -1.38112 -5.30110 0.19898 -1.720 0.308 -0.213
N -3.26305 -6.38296 -0.59683 -2.410 -0.291 1.492
N -1.58830 -5.91442 -1.92471 1.264 0.466 -2.492
H -3.63528 -6.39474 0.34199 -0.235 -0.458 -0.335
H -3.52064 -7.06567 -1.29515 -0.175 0.226 0.488
H -0.74872 -5.40654 -2.16402 -0.112 -0.165 0.336
H -2.06761 -6.31230 -2.71972 -0.180 0.231 0.368
C -0.23329 0.88061 -0.43379 -1.044 -1.582 0.882
O -1.41287 0.82348 -0.27784 -3.389 0.387 -0.077
N 0.36782 1.69153 -1.26299 1.726 3.482 -2.560
N 0.53949 -0.00899 0.16037 2.787 -1.092 1.070
H 1.32376 2.00347 -1.16831 0.007 -0.523 0.115
H -0.18972 2.42377 -1.67900 -0.240 -0.237 0.203
H 1.52302 0.21877 0.13054 -0.033 -0.958 0.308
H 0.16109 -0.83859 0.59474 0.155 0.520 0.023
C 0.35082 -4.85457 5.92020 0.976 0.813 -0.343
C 1.73366 -5.08595 5.20365 1.488 -1.023 1.868
C 2.92418 -5.47106 6.16179 -1.368 0.359 -0.480
O 1.66211 -6.22577 4.37405 -0.981 0.397 -0.680
H -0.32071 -4.20562 5.35804 -0.055 -0.356 -0.685
H 0.42335 -4.24322 6.81970 0.455 -0.398 0.381
H -0.14199 -5.80359 6.13139 0.173 0.037 0.071
H 2.11796 -4.23691 4.63838 -0.557 0.391 -0.162
H 3.79684 -5.86318 5.63949 -0.035 0.599 -0.525
H 2.62504 -6.35281 6.72849 -0.234 0.440 0.697
H 3.15376 -4.55537 6.70669 0.294 -0.473 0.593
H 0.84693 -6.02523 3.90836 -0.167 -0.778 -0.762
C -6.03709 -1.35057 -3.00928 -0.161 1.026 -1.303
C -6.27458 0.01707 -3.77876 -0.484 -1.674 0.750
C -7.30324 0.78157 -2.97301 -0.386 0.836 -0.344
O -5.12615 0.80890 -3.83269 0.723 -0.215 -0.166
H -5.65312 -1.13338 -2.01254 -0.187 -0.107 0.148
H -5.34199 -2.01667 -3.52041 0.080 0.141 -0.050
H -7.01833 -1.82491 -2.99245 0.124 -0.237 0.390
H -6.58453 -0.20879 -4.79906 -0.044 0.121 -0.008
H -6.74482 1.51487 -2.39117 -0.006 -0.403 0.769
H -7.93176 0.12470 -2.37168 -0.101 0.361 0.036
H -7.88542 1.48636 -3.56667 -0.428 -0.421 -0.323
H -4.91605 0.81189 -2.89597 0.911 0.577 0.109
C -7.05409 4.48027 3.55530 0.318 0.246 0.150
C -5.89803 4.65792 4.53978 -0.857 1.048 0.653
C -4.59448 4.31823 3.91870 1.424 -0.678 1.251
O -5.82370 6.04418 5.01400 -0.366 -0.728 -0.320
H -6.82383 5.25054 2.81925 -0.642 0.106 -0.326
H -8.04165 4.59592 4.00190 0.128 0.375 -0.001
H -7.06692 3.53093 3.01987 0.327 -0.149 0.190
H -6.05326 4.16248 5.49818 -0.003 -0.535 -0.274
H -4.49896 3.25958 3.67736 -0.295 0.126 -0.842
H -3.85139 4.38411 4.71341 0.211 0.358 0.107
H -4.26938 5.04061 3.16999 -0.259 -0.376 -0.457
H -5.56455 6.58148 4.26185 0.019 0.198 -0.128
```
Forces are in eV/Å.

No. 3
ORCA calculation (ωB97M-V/def2-TZVPD) on a structure of composition C22H29F7MoN6S3SbSi.

Calculated values
F_max: 0.46 eV/Å
Relative energy (zero: lowest compared OMol25 entry of this formula, charge and spin): 1.971 eV
Electronic energy: -100028.4123 eV
Multiplicity: 4
Highest occupied orbital energy (spin up / spin down): -7.4 / -7.9 eV
⟨S²⟩: 3.7854
HOMO-LUMO gap (spin up / spin down): 0.2257 / 0.2180 Eh

```
70
Properties=species:S:1:pos:R:3:forces:R:3
Mo -0.01103 0.03697 0.37971 -0.178 -0.068 0.188
C -0.08630 2.84422 5.03812 0.015 -0.030 0.040
S 1.48577 2.69552 4.17527 0.009 -0.041 0.030
C 1.14365 1.49585 2.95027 -0.061 0.151 -0.173
S -0.38968 0.72137 2.84721 -0.017 0.017 -0.085
N 2.16349 1.28738 2.16823 -0.009 -0.028 0.024
N 1.90654 0.38973 1.16272 0.093 -0.067 0.063
C 2.92640 -0.21304 0.66331 -0.037 0.036 -0.013
C 2.65038 -1.21837 -0.33622 -0.002 0.017 -0.014
C 3.64423 -1.98871 -0.91904 0.000 0.001 -0.001
C 3.28370 -2.97496 -1.82044 -0.023 -0.003 0.033
C 1.93982 -3.16004 -2.10108 0.033 -0.016 -0.031
C 1.00264 -2.34649 -1.49182 -0.048 0.067 0.001
N 1.34031 -1.38771 -0.61936 -0.001 0.008 -0.036
H 0.09082 3.57380 5.82695 0.004 0.001 0.006
H -0.38456 1.89734 5.48101 -0.003 0.010 0.010
H -0.86852 3.20903 4.37729 0.025 -0.003 0.013
H 3.92251 0.00622 1.02749 0.006 -0.002 -0.003
H 4.67731 -1.80567 -0.65848 0.005 0.003 -0.006
H 4.03835 -3.58730 -2.29528 0.002 0.005 -0.009
H 1.59997 -3.90673 -2.80486 0.002 0.015 0.009
H -0.04609 -2.46200 -1.73086 0.087 0.050 -0.027
C -2.41072 3.56173 1.50750 -0.008 0.016 -0.012
Si -1.83959 2.45474 0.10915 0.077 0.035 0.037
C -2.70947 0.78952 0.39081 -0.018 0.104 -0.111
C -2.36197 3.26368 -1.48978 -0.029 -0.002 0.016
N -0.14571 2.04363 0.07922 0.103 0.075 -0.086
C 0.86389 3.00108 -0.02336 0.011 0.007 -0.027
C 0.83462 4.21228 0.67546 0.006 0.012 0.026
C 1.84424 5.15471 0.55161 0.000 0.004 0.007
C 2.93183 4.91663 -0.27285 0.000 -0.004 -0.009
C 2.99629 3.72224 -0.97802 0.006 0.017 0.007
C 1.97945 2.80552 -0.84370 -0.011 -0.035 -0.013
F 2.07115 1.64848 -1.54423 0.004 0.006 0.047
H -3.49449 3.45545 1.61297 -0.001 0.000 -0.001
H -2.20480 4.61469 1.30855 -0.002 -0.001 0.003
H -1.95270 3.27935 2.45587 -0.016 -0.005 -0.022
H -3.02642 0.66809 1.42596 0.040 -0.019 0.001
H -2.27363 -0.16987 0.06655 -0.031 -0.116 0.031
H -3.60573 0.82405 -0.23856 0.009 -0.055 -0.021
H -3.38202 3.64685 -1.40380 0.000 -0.002 -0.005
H -2.32339 2.59929 -2.35316 0.000 0.014 0.004
H -1.70471 4.11396 -1.69114 0.000 0.000 0.002
H 0.01226 4.39680 1.35363 0.021 -0.005 -0.011
H 1.78212 6.07535 1.11707 0.002 0.001 0.001
H 3.72307 5.64715 -0.37044 0.002 0.000 0.001
H 3.82014 3.49325 -1.64122 0.000 -0.001 0.000
F 0.31251 -0.06171 -2.68100 -0.038 -0.005 0.039
Sb -3.71203 -2.69026 -3.23386 0.022 -0.039 -0.093
F -3.59313 -2.29553 -1.25797 0.068 0.122 -0.004
F -3.73496 -4.57530 -2.69356 0.017 -0.006 0.026
F -3.69031 -3.13834 -5.10328 0.006 0.005 -0.004
F -1.80602 -2.83214 -3.18257 -0.042 0.011 0.125
F -3.53373 -0.78666 -3.54794 0.018 -0.013 0.025
C 1.31948 -4.44003 1.56766 -0.010 -0.016 0.008
N 0.15037 -4.42727 0.70588 -0.019 -0.068 -0.015
C -0.19844 -5.41452 -0.20094 0.038 0.024 0.020
C -1.33084 -5.00721 -0.81687 -0.001 0.033 0.004
N -1.65863 -3.79404 -0.26352 0.253 -0.140 0.006
C -0.76034 -3.43767 0.65400 0.092 -0.001 0.038
S -0.75879 -2.02732 1.65480 0.059 -0.130 -0.005
H 2.04288 -5.13856 1.15483 0.001 -0.002 0.000
H 1.04935 -4.74283 2.57790 0.001 0.003 0.001
H 1.74832 -3.44135 1.60402 -0.003 0.006 0.001
H 0.39061 -6.30514 -0.32287 0.007 -0.003 0.004
H -1.93089 -5.44090 -1.59817 -0.004 0.012 0.008
H -2.41516 -3.18191 -0.58190 -0.445 0.099 -0.062
C -0.70591 -0.04611 -1.72622 -0.012 0.067 0.040
H -1.32486 -0.92776 -1.89039 -0.063 -0.123 -0.045
H -1.31289 0.82748 -1.94226 -0.010 -0.008 -0.004
```
Forces are in eV/Å.